# CH7N3S

A cluster of 2 separate species, CH7N3S in total in a non-equilibrium geometry (ωB97M-V/def2-TZVPD, OMol25).

The geometry in XYZ format:
```
12
Properties=species:S:1:pos:R:3:mulliken_charge:R:1
C -1.90 -1.07 0.03 -0.9336
N 0.08 1.50 -0.22 -0.3196
N 1.43 0.02 0.77 -0.2699
N 0.15 0.52 0.77 -0.1062
S 2.28 -0.58 -0.57 -0.1053
H -1.67 -1.04 -1.01 0.3128
H -1.74 -2.02 0.48 0.3088
H -2.74 -0.52 0.43 0.2862
H -0.82 1.58 -0.58 0.2596
H 0.82 1.46 -0.91 0.2077
H 1.62 -0.57 1.59 0.2675
H 2.48 0.73 -0.78 0.0919
```

Charge   0
DFT total energy   -16450.4106 eV
Relative energy (zero: lowest compared OMol25 entry of this formula, charge and spin)   124.7 kcal/mol
E_LUMO (alpha / beta)   0.534 / 0.560 eV
HOMO-LUMO gap (alpha / beta)   8.82 / 7.77 eV

=====

# C8H12SSi

The molecule C8H12SSi in a non-equilibrium geometry (ωB97M-V/def2-TZVPD, OMol25).

The geometry in XYZ format:
```
22
Properties=species:S:1:pos:R:3:mulliken_charge:R:1
C 0.33 1.27 1.04 -0.8910
Si -0.71 -0.26 0.99 0.4503
C 0.20 -1.88 1.81 -1.2695
C -0.73 -0.82 -0.97 -0.0532
C -1.11 0.55 -1.49 -0.8105
C -0.21 1.41 -1.95 -0.4667
C 1.00 0.87 -2.36 -0.3484
C 1.26 -0.45 -2.42 -0.4477
C 0.46 -1.34 -1.64 -0.0008
S 0.79 -2.91 -1.78 -0.3013
H -0.46 2.08 0.93 0.2736
H 0.94 1.63 1.91 0.3874
H 0.87 1.37 0.15 0.2961
H -2.13 -0.52 1.21 -0.1327
H 1.21 -1.78 1.58 0.4018
H -0.01 -1.98 2.87 0.3230
H -0.04 -2.64 1.26 0.4286
H -1.61 -1.39 -1.06 0.4432
H -2.07 0.93 -1.26 0.4815
H -0.48 2.44 -2.04 0.3953
H 1.60 1.61 -2.93 0.3056
H 2.03 -0.85 -3.00 0.5355
```

SMILES string   C[SiH](C)[C@H]1C=CC=CC1=S
Charge   0
DFT total energy   -27201.0399 eV
Relative energy (zero: lowest compared OMol25 entry of this formula, charge and spin)   58.3 kcal/mol
E_LUMO   -0.399 eV
HOMO-LUMO gap   7.46 eV

=====

# C4H7O4P

The molecule C4H7O4P in a non-equilibrium geometry (ωB97M-V/def2-TZVPD, OMol25).

The geometry in XYZ format:
```
16
Properties=species:S:1:pos:R:3:mulliken_charge:R:1
C -0.81 -2.18 0.17 0.8692
C 0.33 -2.76 -0.02 -0.9947
C 0.19 0.81 0.48 -0.8628
C -0.65 1.53 -0.49 -0.3703
O -1.82 -1.59 0.26 -0.3310
O -2.57 0.83 1.34 -0.5590
O -3.97 -0.22 -0.62 -0.6298
O -1.62 0.67 -1.02 -0.3592
P -2.77 0.25 0.02 1.0394
H 1.29 -2.52 0.37 0.3751
H 0.34 -3.36 -0.87 0.2686
H -0.21 0.56 1.45 0.3742
H 0.66 -0.24 0.03 -0.0315
H 1.12 1.41 0.53 0.4085
H -0.14 1.96 -1.31 0.4541
H -1.05 2.30 0.04 0.3493
```

Charge   0
DFT total energy   -21739.5678 eV
Relative energy (zero: lowest compared OMol25 entry of this formula, charge and spin)   36.6 kcal/mol
E_LUMO   -0.217 eV
HOMO-LUMO gap   10.45 eV

=====

# C9H19N2O

The ion C9H19N2O with charge +1 in a non-equilibrium geometry (ωB97M-V/def2-TZVPD, OMol25).

The geometry in XYZ format:
```
31
Properties=species:S:1:pos:R:3:mulliken_charge:R:1
C 2.43 -0.29 0.34 0.4487
C 1.72 0.84 0.96 -0.6827
C -0.23 0.32 -0.36 -0.9818
C -1.74 -1.76 -0.22 -1.6540
C -2.72 0.64 -0.21 -1.7047
C -1.38 -0.33 1.82 -1.8496
C 1.90 -1.95 -1.33 -0.9533
C 1.09 2.25 -0.73 -0.9069
C -1.44 -0.26 0.25 1.4590
N 1.50 -1.17 -0.18 -0.0228
N 0.51 1.35 0.27 0.3437
O 3.61 -0.50 0.33 -0.5646
H 1.40 0.49 1.92 0.3822
H 2.46 1.56 1.14 0.4558
H -0.06 0.19 -1.49 0.6745
H -1.47 -1.84 -1.26 0.3960
H -2.81 -1.89 -0.25 0.4123
H -1.16 -2.42 0.36 0.4496
H -3.57 0.21 0.17 0.5426
H -2.60 1.54 0.22 0.4615
H -2.60 0.68 -1.31 0.4045
H -1.61 0.70 2.12 0.4666
H -0.46 -0.71 2.14 0.4323
H -2.17 -0.89 2.19 0.4796
H 2.94 -2.23 -1.31 0.3974
H 1.19 -2.82 -1.48 0.2479
H 1.74 -1.27 -2.27 0.2826
H 0.21 2.86 -1.30 0.3225
H 1.50 3.10 -0.18 0.4442
H 1.84 1.79 -1.35 0.4105
H -0.03 1.84 0.98 0.4062
```

Charge   +1
DFT total energy   -14657.7993 eV
Relative energy (zero: lowest compared OMol25 entry of this formula, charge and spin)   116.1 kcal/mol
E_LUMO (alpha / beta)   -5.102 / -4.851 eV
HOMO-LUMO gap (alpha / beta)   7.55 / 8.15 eV

=====

# H17O8

A cluster of 8 separate species, H17O8 in total in a non-equilibrium geometry (ωB97M-V/def2-TZVPD, OMol25).

The geometry in XYZ format:
```
25
Properties=species:S:1:pos:R:3:mulliken_charge:R:1
O 1.24 0.26 1.77 -0.6676
H 1.88 0.85 1.35 0.3105
H 0.83 0.85 2.39 0.3357
O 1.41 -2.97 0.82 -0.6574
H 2.11 -3.62 0.65 0.3284
H 1.35 -3.05 1.78 0.3013
O -1.46 2.30 0.24 -0.6311
H -1.64 3.24 0.22 0.3014
H -2.22 1.90 -0.20 0.3139
O -1.45 -0.37 -2.63 -0.6362
H -1.92 -1.15 -2.29 0.3055
H -1.59 -0.37 -3.58 0.3068
O 2.84 -3.27 -1.44 -0.5941
H 2.25 -3.31 -2.20 0.2950
H 3.69 -2.89 -1.66 0.3077
O 0.68 0.60 -1.23 -0.6791
H 0.36 1.27 -0.63 0.3775
H -0.11 0.35 -1.77 0.4625
O -2.80 4.42 2.20 -0.6190
H -3.52 4.92 1.82 0.3204
H -2.35 4.97 2.85 0.3172
O -0.36 -1.07 0.33 -0.4643
H 0.34 -0.60 -0.37 0.4411
H 0.38 -1.73 0.52 0.4951
H -0.36 -0.49 1.12 0.4289
```

Charge   +1
DFT total energy   -16649.6679 eV
Relative energy (zero: lowest compared OMol25 entry of this formula, charge and spin)   29.7 kcal/mol
E_LUMO   -2.816 eV
HOMO-LUMO gap   11.40 eV

=====

# C17H29FMnN4OSSi

A structure of composition C17H29FMnN4OSSi (ωB97M-V/def2-TZVPD, OMol25).

The geometry in XYZ format:
```
55
Properties=species:S:1:pos:R:3:mulliken_charge:R:1
Mn 0.05 0.40 0.01 0.6404
C -0.10 1.82 4.29 -1.1371
Si 0.94 0.77 3.12 -0.2166
C 2.07 1.96 2.18 -0.5245
C 2.09 -0.32 4.14 -0.5730
N 0.00 -0.12 1.99 0.3036
C -0.88 -1.10 2.36 0.2506
C -1.18 -1.51 3.67 -0.1483
C -2.09 -2.53 3.94 -1.0536
C -2.74 -3.20 2.93 -0.4118
C -2.48 -2.83 1.61 -0.8310
C -1.58 -1.83 1.38 0.8678
F -1.33 -1.48 0.06 -0.2852
H 0.54 2.49 4.87 0.3747
H -0.68 1.23 4.99 0.3384
H -0.80 2.43 3.71 0.2848
H 2.13 2.91 2.71 0.4455
H 1.72 2.19 1.17 -0.1303
H 3.08 1.55 2.11 0.0133
H 2.69 0.29 4.82 0.3749
H 2.78 -0.83 3.46 -0.2116
H 1.57 -1.08 4.73 0.3851
H -0.70 -1.00 4.50 0.1722
H -2.28 -2.79 4.98 0.3801
H -3.45 -3.99 3.14 0.3604
H -2.96 -3.32 0.77 0.4158
N 0.13 0.34 -3.40 -0.1067
C 0.32 0.24 -2.26 0.0738
H -0.11 0.61 -4.33 0.2747
C -0.86 3.82 -0.36 -1.2252
C -0.87 2.32 -0.26 0.7169
O -1.96 1.73 -0.35 -0.6097
H -1.84 4.21 -0.66 0.3715
H -0.08 4.15 -1.05 0.2283
H -0.60 4.23 0.62 0.2623
C 6.46 -1.05 0.14 -1.1648
N 5.14 -1.03 0.76 0.1679
C 4.90 -2.20 1.58 -0.9606
C 4.09 -0.44 0.10 0.2728
S 2.58 -1.17 0.03 -0.3209
N 4.36 0.78 -0.44 0.2809
C 5.32 1.70 0.13 -1.2627
C 3.52 1.35 -1.47 -1.1442
H 6.63 -2.03 -0.33 0.3685
H 7.23 -0.88 0.89 0.3216
H 6.54 -0.29 -0.63 0.3974
H 5.75 -2.32 2.25 0.3260
H 4.79 -3.10 0.97 0.3524
H 4.00 -2.07 2.17 0.1746
H 5.69 1.32 1.08 0.3931
H 4.82 2.65 0.32 0.4365
H 6.16 1.89 -0.54 0.3298
H 2.90 0.58 -1.91 0.2819
H 4.16 1.79 -2.25 0.3583
H 2.87 2.14 -1.07 0.3208
```

Spin multiplicity   6
Charge   0
DFT total energy   -78857.7154 eV
E_LUMO (alpha / beta)   0.412 / 0.397 eV
⟨S²⟩   8.76
HOMO-LUMO gap (alpha / beta)   6.76 / 7.25 eV

=====

# C38H60As2I2N3O9RuSbSi3

A structure of composition C38H60As2I2N3O9RuSbSi3 in a non-equilibrium geometry (ωB97M-V/def2-TZVPD, OMol25).

The geometry in XYZ format:
```
119
Properties=species:S:1:pos:R:3:mulliken_charge:R:1
Ru 1.04 0.49 0.29 1.6993
C -0.72 0.13 5.22 -1.2635
Sb -0.81 0.53 3.10 -0.8716
C 1.39 0.68 2.27 1.5211
C 2.14 -0.35 3.04 0.2592
C 2.93 -1.34 2.45 -0.8810
C 3.70 -2.17 3.25 -0.7183
C 3.68 -1.99 4.62 -0.7263
C 2.86 -1.00 5.13 -0.7519
N 2.12 -0.20 4.37 0.1373
Si 2.05 2.44 2.76 0.8381
C 1.90 3.69 1.34 -0.1505
C 1.12 3.15 4.25 -1.1416
C 3.86 2.30 3.28 -1.0641
C -1.84 -1.30 2.36 2.4323
C -1.27 -1.77 1.07 -3.0115
C -1.98 -2.65 0.24 -0.5855
C -1.35 -3.31 -0.79 -1.1705
C 0.01 -3.11 -0.99 -1.2612
C 0.64 -2.19 -0.19 -0.4079
N 0.02 -1.49 0.78 1.3444
Si -1.66 -2.85 3.53 0.3591
C -2.23 -4.45 2.71 -1.2387
C 0.16 -3.12 3.89 -0.5613
C -2.73 -2.62 5.06 -1.1010
Si -3.67 -0.68 2.19 0.4018
C -3.72 0.47 0.69 0.2043
C -4.20 0.30 3.71 -1.0977
C -4.95 -2.06 2.01 -1.1598
H -0.02 0.83 5.67 0.3953
H -0.42 -0.88 5.48 0.3439
H -1.72 0.33 5.60 0.5436
H 2.96 -1.45 1.37 0.1883
H 4.32 -2.93 2.80 0.4446
H 4.27 -2.61 5.28 0.4580
H 2.80 -0.81 6.20 0.4670
H 1.27 4.54 1.61 0.3268
H 1.51 3.25 0.42 -0.6748
H 2.89 4.07 1.10 0.3911
H 0.03 3.13 4.14 0.2198
H 1.43 4.19 4.38 0.4960
H 1.39 2.60 5.15 0.2920
H 4.53 2.31 2.42 0.3059
H 4.06 1.40 3.85 0.2248
H 4.11 3.16 3.91 0.3937
H -3.02 -2.84 0.46 0.6329
H -1.91 -3.99 -1.43 0.5054
H 0.57 -3.65 -1.74 0.5644
H 1.71 -2.03 -0.29 0.5543
H -1.60 -4.74 1.87 0.3534
H -3.26 -4.41 2.35 0.3077
H -2.18 -5.25 3.45 0.4707
H 0.72 -3.27 2.97 0.1310
H 0.30 -4.01 4.51 0.5617
H 0.63 -2.28 4.42 -0.1217
H -3.79 -2.78 4.82 0.2959
H -2.64 -1.64 5.52 0.3060
H -2.45 -3.37 5.80 0.4601
H -3.64 1.51 1.00 -0.3225
H -4.67 0.36 0.16 0.6068
H -2.92 0.26 -0.02 -0.5634
H -3.52 1.11 3.97 0.2268
H -4.32 -0.34 4.59 0.3402
H -5.18 0.75 3.51 0.5293
H -5.04 -2.44 0.99 0.3260
H -5.93 -1.65 2.28 0.5311
H -4.76 -2.90 2.67 0.3115
I 3.54 0.92 -0.36 -0.3249
N -0.83 4.11 -0.49 0.2696
C -1.15 3.29 0.51 -1.0348
O -0.82 2.10 0.55 1.6474
C -1.94 3.90 1.64 -0.9725
I -3.85 4.63 0.99 0.0769
H -0.17 3.80 -1.19 0.0794
H -1.08 5.08 -0.46 0.2725
H -1.42 4.75 2.07 0.6219
H -2.13 3.15 2.41 0.0224
C 4.05 1.97 -3.87 -0.7319
O 3.15 2.84 -3.17 -0.2843
C 1.88 2.60 -3.04 -0.7083
O 1.22 3.31 -2.29 -0.7791
C 1.19 1.42 -3.65 0.2666
C 1.03 1.19 -4.95 0.8269
As 0.13 -0.38 -5.79 0.2040
C 1.57 -0.92 -7.02 -1.1312
C 0.55 -1.42 -4.16 -0.3315
C -0.43 -0.99 -3.19 -0.2066
As 0.05 0.62 -2.20 0.4010
C -1.50 1.74 -2.73 -1.4188
C -1.81 -1.38 -3.33 0.3211
O -2.24 -2.06 -4.24 -0.6140
O -2.58 -0.90 -2.32 0.2529
C -3.98 -1.16 -2.38 -0.9707
C 1.90 -1.70 -3.75 0.4120
O 2.28 -1.51 -2.60 -0.2749
O 2.70 -2.17 -4.71 -0.3146
C 4.06 -2.47 -4.37 -0.8097
C 1.42 2.23 -5.96 0.2448
O 2.15 3.17 -5.78 -0.5767
O 0.77 2.00 -7.11 -0.3909
C 0.99 2.95 -8.16 -0.7942
H 4.14 2.30 -4.90 0.2840
H 3.71 0.94 -3.83 0.2560
H 5.00 2.05 -3.36 0.3591
H 1.31 -0.56 -8.01 0.3838
H 1.59 -2.01 -7.03 0.4067
H 2.55 -0.54 -6.73 0.3013
H -1.91 1.32 -3.65 0.5878
H -1.16 2.75 -2.93 0.6111
H -2.26 1.75 -1.96 0.0279
H -4.50 -0.20 -2.30 0.2689
H -4.26 -1.79 -1.54 0.1123
H -4.24 -1.64 -3.32 0.4851
H 4.27 -3.48 -4.71 0.3116
H 4.22 -2.38 -3.30 0.3009
H 4.71 -1.77 -4.90 0.2830
H 0.55 2.53 -9.05 0.2592
H 2.06 3.13 -8.30 0.3441
H 0.51 3.90 -7.91 0.3108
```

Spin multiplicity   6
Charge   +1
DFT total energy   -233902.0120 eV
Relative energy (zero: lowest compared OMol25 entry of this formula, charge and spin)   0.0 kcal/mol
E_LUMO (alpha / beta)   -3.031 / -4.696 eV
⟨S²⟩   8.80
HOMO-LUMO gap (alpha / beta)   6.65 / 4.98 eV

=====

# C2H4N4O2

The molecule C2H4N4O2 in a non-equilibrium geometry (ωB97M-V/def2-TZVPD, OMol25).

The geometry in XYZ format:
```
12
Properties=species:S:1:pos:R:3:mulliken_charge:R:1
N 1.30 -0.49 -1.83 -0.6541
N 0.98 -1.18 -0.73 -0.2033
C -0.05 -0.50 -0.02 0.5031
N -0.57 0.55 -0.60 -0.3717
O -1.63 1.24 0.25 -0.2642
C -1.18 1.13 1.58 0.0188
N -0.62 0.03 2.12 -0.2678
O -0.21 -0.96 1.28 -0.1369
H 0.63 -1.10 -2.44 0.3053
H 0.97 0.62 -1.85 0.3867
H 1.98 -1.19 -0.04 0.3308
H -1.60 1.86 2.27 0.3532
```

SMILES string   NNC1=NOC=NO1
Charge   0
DFT total energy   -12187.3070 eV
Relative energy (zero: lowest compared OMol25 entry of this formula, charge and spin)   142.5 kcal/mol
E_LUMO   0.663 eV
HOMO-LUMO gap   10.25 eV

=====

Question: Number 6 is which compound?
Answer: C17H29FMnN4OSSi

=====

Question: What is the DFT total energy in the seventh record?
Answer: -233902.0120 eV

=====

Question: What is the formula in the first record?
Answer: CH7N3S